Density functional theory data (ωB97M-V with the def2-TZVPD basis set) for a 7-piece molecular cluster, C6H28N2O6 overall in a non-equilibrium geometry.

The total charge is 0. The SMILES is CCCNC[C@@H](C)N.O.O.O.O.O.O. The HOMO energy comes out at -8.887 eV. The relative energy (zero: lowest compared OMol25 entry of this formula, charge and spin) is 4.023 eV. The lowest unoccupied orbital energy comes out at 0.0142 Ha.

Each line ends with the Mulliken charge.
Geometry (Å):
C: -2.60 1.88 -1.23  -0.91
C: -2.92 0.37 -1.03  -0.44
C: -1.72 -0.53 -1.37  -0.91
N: -0.71 -0.83 -0.25  0.20
C: 0.59 -1.40 -0.67  -1.01
C: 1.73 -1.22 0.43  1.15
C: 1.23 -1.85 1.78  -1.46
N: 3.01 -1.82 0.08  -0.74
H: -3.25 2.60 -0.89  0.48
H: -1.53 2.06 -0.93  0.01
H: -2.53 2.17 -2.40  0.24
H: -3.77 0.09 -1.58  0.47
H: -3.36 0.13 0.06  0.15
H: -2.07 -1.49 -1.82  0.37
H: -1.25 0.04 -2.16  0.52
H: -0.49 -0.03 0.35  0.18
H: 0.64 -2.54 -0.71  0.13
H: 0.82 -1.13 -1.68  0.37
H: 1.89 -0.15 0.46  -0.45
H: 0.90 -2.81 2.03  0.35
H: 0.39 -1.17 1.97  0.30
H: 1.78 -1.69 2.60  0.55
H: 3.52 -2.05 0.88  0.29
H: 2.80 -2.72 -0.43  0.30
O: 1.73 1.51 -2.39  -0.55
H: 1.88 1.85 -3.22  0.24
H: 2.31 0.72 -2.35  0.33
O: 0.36 1.76 2.39  -0.58
H: 0.52 2.68 2.13  0.31
H: 0.54 1.63 3.35  0.28
O: -2.79 -2.26 1.14  -0.67
H: -3.21 -1.90 1.91  0.29
H: -1.93 -1.75 0.99  0.32
O: -0.33 -4.08 0.65  -0.60
H: -1.03 -3.79 1.28  0.27
H: -0.78 -4.63 0.03  0.28
O: 2.43 3.13 -0.31  -0.63
H: 2.27 2.27 0.10  0.30
H: 2.74 3.21 -1.21  0.29
O: -0.30 4.37 0.41  -0.61
H: -0.55 4.69 -0.52  0.31
H: -0.10 3.46 0.31  0.28

Density functional theory data (ωB97M-V with the def2-TZVPD basis set) for a 8-piece molecular cluster, C6H28NO7 overall in a non-equilibrium geometry.

The total charge is +1. The HOMO energy comes out at -12.606 eV. The relative energy (zero: lowest compared OMol25 entry of this formula, charge and spin) is 3.033 eV. The lowest unoccupied orbital energy comes out at -0.0964 Ha.

Each line ends with the Mulliken charge.
Geometry (Å):
C: 0.29 -0.79 -0.36  -0.73
C: 1.12 -0.91 0.93  0.17
C: 2.21 0.24 1.26  -0.61
C: 1.65 1.60 0.98  -0.22
C: 0.42 2.00 1.84  -0.49
C: -0.88 2.03 1.51  -0.67
N: 1.26 -0.87 -1.51  -0.12
H: -0.47 -1.54 -0.38  0.49
H: -0.22 0.17 -0.58  0.26
H: 1.48 -1.90 1.14  0.59
H: 0.36 -0.67 1.71  -0.68
H: 2.90 0.11 0.40  0.05
H: 2.66 0.07 2.25  0.49
H: 2.48 2.34 1.27  0.46
H: 1.31 1.83 -0.01  0.18
H: 0.78 2.29 2.83  0.32
H: -1.64 2.19 2.26  0.47
H: -1.27 1.85 0.49  0.17
H: 2.12 -1.37 -1.36  0.37
H: 1.56 0.08 -1.71  0.36
H: 0.90 -1.39 -2.33  0.30
H: -3.12 0.69 2.05  0.30
H: -3.04 -0.86 1.83  0.38
O: -3.38 -0.03 1.48  -0.67
H: -1.18 -2.00 -4.25  0.28
H: -1.58 -0.62 -3.52  0.30
O: -0.91 -1.27 -3.70  -0.58
H: 1.69 0.72 -3.93  0.33
H: 2.97 1.05 -3.09  0.33
O: 2.37 0.32 -3.37  -0.70
H: 4.57 1.18 -0.67  0.30
H: 4.23 2.37 -1.51  0.33
O: 3.81 1.49 -1.18  -0.61
H: -3.12 1.48 -1.00  0.28
H: -2.69 0.15 -0.25  0.38
O: -2.52 0.73 -0.99  -0.66
H: -0.95 -0.48 2.69  0.18
H: -1.00 -0.87 4.14  0.29
O: -1.44 -1.04 3.30  -0.63
H: -2.44 -2.97 1.68  0.33
H: -3.91 -2.96 0.99  0.27
O: -3.03 -2.60 1.01  -0.63

Density functional theory data (ωB97M-V with the def2-TZVPD basis set) for a 8-piece molecular cluster, C6H28NO8 overall in a non-equilibrium geometry.

The total charge is -1. The HOMO energy comes out at -5.276 eV. The relative energy (zero: lowest compared OMol25 entry of this formula, charge and spin) is 4.713 eV. The lowest unoccupied orbital energy comes out at 0.1084 Ha.

Each line ends with the Mulliken charge.
Geometry (Å):
C: 0.89 -0.32 0.10  -0.10
C: 0.53 0.83 -0.94  -0.21
C: -0.35 0.14 -2.24  0.54
C: -1.77 -0.02 -1.69  -1.07
C: -0.39 0.97 -3.55  -1.79
N: -0.18 2.05 -0.46  -0.26
C: 0.80 2.95 -0.04  -0.61
O: 1.48 2.62 1.18  -0.59
H: -0.08 -0.75 0.57  -0.81
H: 1.64 -0.10 0.83  0.34
H: 1.55 -1.10 -0.54  0.27
H: 1.50 1.10 -1.34  0.63
H: 0.13 -0.84 -2.38  0.08
H: -2.28 0.90 -1.28  0.31
H: -2.58 -0.32 -2.47  0.44
H: -1.80 -0.61 -0.75  -0.02
H: 0.42 1.58 -3.75  0.46
H: -1.12 1.70 -3.46  0.43
H: -0.52 0.16 -4.40  0.30
H: -0.97 1.79 0.31  0.30
H: 1.75 3.23 -0.56  0.31
H: 0.39 3.86 0.19  0.43
H: -1.63 1.86 2.17  0.10
H: 0.73 2.18 1.60  0.36
O: -1.40 1.24 1.62  -0.91
H: 3.09 0.97 0.70  0.37
H: 3.57 0.63 1.95  0.34
O: 3.79 0.36 1.03  -0.69
H: -2.49 -2.11 0.10  0.34
H: -1.48 -2.33 1.14  0.28
O: -1.69 -2.61 0.29  -0.59
H: -0.22 -3.40 -0.98  0.33
H: -0.08 -2.58 -2.20  0.42
O: 0.27 -3.41 -1.76  -0.68
H: -3.79 -0.05 1.70  0.28
H: -2.67 0.75 1.05  0.40
O: -3.56 0.17 0.82  -0.75
H: -0.62 -0.03 2.02  0.40
H: -0.20 -0.50 3.58  0.24
O: -0.20 -0.76 2.60  -0.64
H: 1.52 -2.52 1.96  0.32
H: 1.84 -2.83 0.49  0.36
O: 2.23 -2.91 1.35  -0.69

Density functional theory data (ωB97M-V with the def2-TZVPD basis set) for a 9-piece molecular cluster, C6H28NO9 overall in a non-equilibrium geometry.

The total charge is +1. The HOMO energy comes out at -12.556 eV. The relative energy (zero: lowest compared OMol25 entry of this formula, charge and spin) is 2.414 eV. The lowest unoccupied orbital energy comes out at -0.0951 Ha.

Each line ends with the Mulliken charge.
Geometry (Å):
O: 0.38 -2.23 0.29  -0.35
C: 0.85 -1.98 -0.78  -0.34
C: 0.89 -0.56 -1.30  0.44
C: 2.03 -0.01 -0.34  -1.41
C: 2.73 1.32 -0.82  -0.79
C: 2.25 2.55 -2.93  -0.88
C: 2.60 1.44 -2.29  -0.08
N: -0.35 0.13 -0.81  0.11
H: 1.34 -2.73 -1.43  0.41
H: 1.01 -0.45 -2.37  0.68
H: 2.78 -0.80 -0.21  0.56
H: 1.64 0.06 0.67  0.42
H: 2.47 2.18 -0.21  0.37
H: 3.79 1.15 -0.59  0.35
H: 2.16 2.64 -3.99  0.29
H: 1.87 3.43 -2.43  0.25
H: 3.02 0.59 -2.81  0.39
H: -0.95 0.33 -1.61  0.30
H: -0.14 0.98 -0.28  0.21
H: -0.79 -0.46 -0.11  0.12
H: -3.10 -1.99 2.85  0.24
H: -2.20 -3.03 2.31  0.28
O: -2.19 -2.13 2.56  -0.56
H: 0.46 4.00 1.10  0.28
H: -0.26 3.15 2.04  0.27
O: 0.17 3.09 1.20  -0.54
H: 0.28 -1.50 3.88  0.30
H: 0.00 -2.83 3.18  0.27
O: 0.63 -2.38 3.74  -0.59
H: -2.87 1.94 0.73  0.29
H: -3.97 2.23 -0.20  0.30
O: -3.78 1.67 0.56  -0.58
H: -1.54 -0.38 1.81  0.13
H: -1.98 0.75 2.62  0.27
O: -1.63 0.58 1.74  -0.45
H: -3.90 -1.49 -0.99  0.28
H: -2.73 -2.60 -1.30  0.29
O: -3.00 -1.69 -1.21  -0.53
H: -2.07 -0.61 -4.30  0.29
H: -2.71 -0.75 -2.93  0.30
O: -1.86 -0.56 -3.36  -0.63
H: 2.45 -1.66 2.83  0.34
H: 3.52 -0.63 2.98  0.26
O: 2.70 -0.78 2.51  -0.57

Density functional theory data (ωB97M-V with the def2-TZVPD basis set) for a 10-piece molecular cluster, C6H28O11 overall in a non-equilibrium geometry.

The total charge is 0. The SMILES is C/C=C/CCC(=O)O.O.O.O.O.O.O.O.O.O. The HOMO energy comes out at -8.827 eV. The relative energy (zero: lowest compared OMol25 entry of this formula, charge and spin) is 5.837 eV. The lowest unoccupied orbital energy comes out at 0.0081 Ha.

Each line ends with the Mulliken charge.
Geometry (Å):
C: 3.31 -0.63 -1.62  -1.29
C: 2.25 -0.90 -2.56  0.04
C: 1.22 -1.53 -2.06  -0.11
C: 0.08 -2.10 -2.77  -0.31
C: -0.75 -2.90 -1.85  -0.87
C: -1.76 -2.13 -1.00  0.61
O: -2.93 -2.35 -0.65  -0.74
O: -1.09 -1.10 -0.39  -0.18
H: 3.62 0.51 -1.46  0.21
H: 4.22 -0.85 -2.18  0.40
H: 3.23 -1.10 -0.68  0.35
H: 2.27 -0.72 -3.57  0.50
H: 1.05 -1.73 -0.99  -0.02
H: -0.47 -1.22 -3.25  0.17
H: 0.33 -2.66 -3.85  0.32
H: -1.30 -3.58 -2.50  0.33
H: -0.41 -3.56 -1.02  0.31
H: -1.71 -0.46 0.19  0.28
O: -3.13 -0.22 1.10  -0.70
H: -3.43 -0.95 0.55  0.41
H: -2.69 -0.59 1.81  0.29
O: 0.98 2.39 -0.48  -0.58
H: 0.46 2.39 -1.27  0.27
H: 0.82 3.13 -0.09  0.24
O: -2.76 1.71 -1.14  -0.67
H: -3.32 2.26 -0.51  0.31
H: -3.30 0.89 -1.07  0.29
O: -0.87 1.64 3.41  -0.66
H: -0.13 1.83 3.89  0.28
H: -0.55 1.46 2.53  0.43
O: -0.40 -1.12 3.15  -0.67
H: -0.22 -0.30 2.78  0.33
H: -0.58 -1.04 4.15  0.31
O: 1.21 2.71 2.29  -0.55
H: 1.42 3.47 2.75  0.29
H: 1.81 2.39 1.73  0.22
O: 1.57 0.40 4.54  -0.62
H: 2.05 -0.41 4.32  0.33
H: 1.66 0.65 3.61  0.30
O: -0.60 1.56 -2.88  -0.60
H: -1.30 2.02 -3.32  0.31
H: -1.11 1.13 -2.23  0.30
O: 0.61 0.62 1.30  -0.58
H: 0.40 1.15 0.45  0.43
H: 0.25 -0.16 0.86  0.28

Density functional theory data (ωB97M-V with the def2-TZVPD basis set) for C6H28O8 as an isolated structure in a non-equilibrium geometry.

The total charge is 0. The HOMO energy comes out at -8.963 eV. The relative energy (zero: lowest compared OMol25 entry of this formula, charge and spin) is 11.100 eV. The lowest unoccupied orbital energy comes out at 0.0131 Ha.

Each line ends with the Mulliken charge.
Geometry (Å):
O: 0.79 -0.32 -0.29  0.03
H: 0.56 -0.55 0.55  0.33
H: 0.75 -0.89 -0.94  0.49
H: 0.08 0.41 -0.38  0.48
O: -0.98 1.62 -0.51  -1.11
H: -1.57 1.98 0.18  0.24
C: -0.19 3.62 2.12  -0.72
O: -0.15 2.25 1.82  -0.52
H: 0.23 4.14 1.29  0.33
H: 0.42 4.00 3.00  0.27
H: -1.36 4.08 2.28  0.21
H: -0.50 2.08 0.99  0.17
C: 0.31 -2.84 2.41  -0.79
O: -0.21 -1.71 1.94  -0.43
H: 0.45 -3.75 1.76  0.23
H: -0.16 -3.16 3.26  0.44
H: 1.38 -2.64 2.91  0.23
H: -0.76 -1.32 2.63  0.24
C: 2.46 0.49 3.93  -0.56
O: 2.04 0.79 2.59  -0.38
H: 3.41 0.19 3.65  0.21
H: 1.80 -0.24 4.35  0.26
H: 2.44 1.55 4.51  0.23
H: 1.15 1.15 2.67  0.32
C: -0.86 1.75 -3.90  -1.11
O: -0.21 0.97 -2.98  -0.50
H: -0.56 1.50 -4.89  0.38
H: -0.66 2.70 -3.93  0.47
H: -1.87 1.51 -4.24  0.32
H: -0.55 1.49 -1.94  0.30
C: -2.29 -1.17 -1.70  -0.14
O: -3.05 -0.18 -0.95  -0.61
H: -1.90 -0.90 -2.72  0.11
H: -2.97 -2.14 -1.76  0.31
H: -1.53 -1.54 -1.07  -0.08
H: -2.36 0.61 -0.84  0.47
C: 1.31 -2.52 -2.87  -0.68
O: 0.66 -2.70 -1.55  -0.50
H: 2.38 -1.84 -2.76  0.21
H: 0.49 -1.83 -3.42  0.19
H: 1.45 -3.27 -3.55  0.44
H: 0.17 -3.35 -1.63  0.22

Density functional theory data (ωB97M-V with the def2-TZVPD basis set) for C6H29Li2N8O11 as an isolated structure in a non-equilibrium geometry.

The total charge is +1. The HOMO energy comes out at -12.075 eV. The lowest unoccupied orbital energy comes out at -0.1806 Ha.

Each line ends with the Mulliken charge.
Geometry (Å):
Li: 14.31 15.56 13.69  0.90
Li: 16.90 14.97 12.26  0.88
C: 17.36 16.68 15.95  -0.55
C: 17.13 16.12 14.57  0.74
O: 16.22 16.64 13.83  -1.15
O: 17.78 15.12 14.23  -0.89
H: 16.74 16.08 16.63  0.25
H: 17.04 17.71 16.07  0.26
H: 18.32 16.42 16.38  0.49
C: 18.76 19.99 12.84  0.57
O: 19.22 21.07 13.22  -0.65
N: 18.09 19.16 13.66  -0.16
N: 18.80 19.62 11.53  -0.35
H: 18.12 19.47 14.62  0.09
H: 17.38 18.56 13.27  0.08
H: 19.21 20.28 10.89  0.22
H: 18.59 18.69 11.23  0.14
C: 18.82 10.77 13.54  0.61
O: 17.65 10.38 13.53  -0.64
N: 19.10 12.12 13.75  -0.23
N: 19.88 9.99 13.21  -0.37
H: 20.04 12.28 13.42  0.20
H: 18.37 12.77 13.57  0.04
H: 20.77 10.44 13.16  0.18
H: 19.74 9.01 13.11  0.23
C: 20.24 13.80 18.12  0.59
O: 20.74 12.68 18.01  -0.65
N: 20.95 14.95 17.91  -0.33
N: 18.94 14.03 18.48  -0.26
H: 21.81 14.86 17.40  0.21
H: 20.59 15.87 18.07  0.18
H: 18.36 13.24 18.74  0.20
H: 18.60 14.95 18.68  0.03
C: 18.01 17.53 19.63  0.62
O: 17.79 16.59 20.39  -0.64
N: 17.08 17.89 18.70  -0.26
N: 19.20 18.19 19.55  -0.40
H: 17.12 18.77 18.22  0.15
H: 16.27 17.30 18.68  0.15
H: 19.29 18.90 18.86  0.17
H: 19.89 17.96 20.25  0.24
O: 16.68 13.09 16.59  -0.73
H: 17.05 12.20 16.53  0.32
H: 17.43 13.68 16.41  0.29
O: 14.32 13.97 15.15  -0.62
H: 14.14 13.12 14.71  0.34
H: 15.23 13.86 15.51  0.39
O: 15.38 19.79 16.45  -0.59
H: 14.54 20.19 16.22  0.28
H: 16.05 20.44 16.19  0.32
O: 13.95 16.88 15.53  -0.57
H: 14.72 17.44 15.34  0.30
H: 14.09 16.55 16.42  0.30
O: 20.53 15.00 13.67  -0.63
H: 19.58 14.85 13.83  0.35
H: 20.95 14.76 14.50  0.33

Density functional theory data (ωB97M-V with the def2-TZVPD basis set) for a 8-piece molecular cluster, C6H29N2O7 overall in a non-equilibrium geometry.

The total charge is 0. The HOMO energy (alpha / beta) comes out at -2.292 / -9.039 eV. The relative energy (zero: lowest compared OMol25 entry of this formula, charge and spin) is 5.830 eV. As for the spin multiplicity: 2. The lowest unoccupied orbital energy (alpha / beta) comes out at 0.0137 / 0.0124 Ha.

Each line ends with the Mulliken charge.
Geometry (Å):
C: 1.15 -2.64 1.46  -1.09
N: -0.03 -2.51 0.63  0.31
C: -0.22 -3.47 -0.42  -0.85
C: -1.37 -2.80 -1.40  -0.74
C: -1.06 -1.32 -1.57  0.18
C: -1.40 -0.20 -1.03  -0.54
C: 2.25 -1.65 0.80  -0.64
N: 1.63 -0.21 0.58  -0.17
H: 0.92 -2.35 2.46  0.46
H: 1.54 -3.60 1.60  0.39
H: -0.85 -2.35 1.29  0.08
H: 0.62 -3.56 -1.11  0.41
H: -0.59 -4.50 -0.02  0.30
H: -1.21 -3.45 -2.26  0.37
H: -2.42 -2.88 -0.93  0.32
H: -0.32 -1.34 -2.38  0.18
H: -1.36 0.85 -1.09  0.14
H: -2.12 -0.26 -0.21  -0.11
H: 2.55 -1.88 -0.25  0.33
H: 3.25 -1.57 1.31  0.49
H: 2.21 0.50 1.21  0.39
H: 0.57 -0.11 0.80  -0.07
H: 1.51 -0.03 -0.45  0.25
H: 0.76 2.53 1.53  0.20
H: 1.44 2.29 2.74  0.23
O: 1.58 2.17 1.79  -0.37
H: -1.24 -0.64 3.07  0.17
H: -2.59 -1.10 2.58  0.13
O: -1.67 -1.05 2.34  -0.40
H: -3.08 2.59 -0.78  0.20
H: -3.23 1.47 0.42  0.11
O: -2.76 2.09 0.04  -0.34
H: 0.58 3.26 -1.46  0.26
H: -0.79 3.03 -1.03  0.14
O: 0.21 3.30 -0.59  -0.66
H: -0.39 1.78 -4.00  0.20
H: 0.51 1.25 -2.75  0.25
O: 0.02 1.92 -3.26  -0.39
H: 3.35 1.82 -1.29  0.42
H: 2.26 2.25 -1.83  0.22
O: 2.76 1.39 -1.92  -0.67
H: -1.03 2.50 2.54  0.08
H: -1.43 2.05 1.28  0.28
O: -0.98 1.79 2.03  -0.43

Number 1: DFT total energy -806.2391 a.u.. Number 2: DFT total energy -826.5618 a.u.. Number 3: DFT total energy -902.0149 a.u.. Number 4: DFT total energy -977.0606 a.u.. Number 5: DFT total energy -1072.9243 a.u.. Number 6: DFT total energy -846.9421 a.u.. Number 7: DFT total energy -1526.8351 a.u.. Number 8: DFT total energy -881.8644 a.u..